No. 1
{"formula": "C5H11N2O", "method": "ωB97M-V/def2-TZVPD", "e_tot_ha": -381.82194, "lumo_energy_ev": 3.51, "max_force_ha_per_bohr": 0.0431, "smiles": "N/C=C(\\N)CCC[O-]", "e_homo_ev": -2.19, "total_charge": -1, "gap_ev": 5.70, "elements": ["C", "O", "C", "C", "C", "C", "N", "N", "H", "H", "H", "H", "H", "H", "H", "H", "H", "H", "H"], "positions_angstrom": [[-1.087, 1.943, 1.263], [-1.800, 2.372, 2.314], [-1.395, 0.399, 0.987], [-0.998, -0.289, -0.355], [0.480, -0.492, -0.546], [0.945, -1.747, -0.665], [2.303, -2.088, -0.864], [1.306, 0.652, -0.585], [0.019, 2.007, 1.377], [-1.459, 2.460, 0.325], [-2.453, 0.233, 1.203], [-0.924, -0.095, 1.850], [-1.458, 0.318, -1.146], [-1.554, -1.229, -0.365], [0.304, -2.582, -0.417], [2.872, -1.283, -1.052], [2.450, -2.842, -1.508], [1.676, 0.800, -1.527], [0.774, 1.462, -0.289]], "nbo_charge": [-0.01, -0.95, -0.44, -0.44, 0.12, -0.10, -0.85, -0.86, 0.07, 0.05, 0.20, 0.18, 0.19, 0.20, 0.18, 0.37, 0.36, 0.35, 0.39]}



No. 2
{"formula": "C5H12N2", "method": "ωB97M-V/def2-TZVPD", "e_tot_ha": -306.87409, "lumo_energy_ev": [-4.18, -7.78], "max_force_ha_per_bohr": 0.0395, "multiplicity": 2, "s2": 0.75, "e_homo_ev": [-14.99, -15.03], "total_charge": 1, "gap_ev": [10.81, 7.25], "elements": ["C", "C", "C", "C", "N", "C", "N", "H", "H", "H", "H", "H", "H", "H", "H", "H", "H", "H", "H"], "positions_angstrom": [[1.099, -2.664, 1.047], [1.753, -1.278, 0.881], [0.716, -0.155, 1.068], [-0.382, -0.170, -0.013], [-1.059, 1.781, -2.151], [-1.344, 1.919, -0.837], [-1.230, 0.986, 0.038], [0.715, -2.714, 2.068], [0.324, -2.736, 0.249], [1.712, -3.603, 0.825], [2.588, -1.224, 1.587], [2.229, -1.232, -0.116], [1.192, 0.819, 1.160], [0.307, -0.263, 2.093], [-0.961, -1.083, 0.098], [0.200, -0.038, -0.933], [-0.245, 1.204, -2.327], [-1.265, 2.618, -2.681], [-1.507, 2.919, -0.390]], "nbo_charge": [-0.62, -0.41, -0.40, -0.28, -0.72, 0.32, -0.05, 0.22, 0.19, 0.25, 0.24, 0.20, 0.23, 0.23, 0.27, 0.21, 0.43, 0.44, 0.25]}



No. 3
{"formula": "C4H2O", "method": "ωB97M-V/def2-TZVPD", "e_tot_ha": -228.50280, "lumo_energy_ev": [-0.73, -0.73], "max_force_ha_per_bohr": 0.0827, "e_homo_ev": [-8.29, -8.29], "gap_ev": [7.56, 7.56], "elements": ["C", "C", "C", "C", "O", "H", "H"], "positions_angstrom": [[0.629, 0.611, -0.151], [0.809, -0.692, -0.119], [-0.702, 0.915, 0.208], [-1.636, -1.005, 0.085], [-1.808, 0.217, -0.080], [1.322, 1.436, -0.239], [1.384, -1.482, 0.295]], "nbo_charge": [-0.44, -0.17, 0.22, 0.43, -0.50, 0.23, 0.21]}



No. 4
{"formula": "HNO3S3", "method": "ωB97M-V/def2-TZVPD", "e_tot_ha": -1475.51271, "lumo_energy_ev": [-1.21, -1.99], "max_force_ha_per_bohr": 0.0886, "e_homo_ev": [-9.27, -8.86], "gap_ev": [8.05, 6.88], "elements": ["N", "O", "O", "O", "S", "S", "S", "H"], "positions_angstrom": [[1.885, 0.349, -0.168], [-2.898, 0.324, 0.011], [-1.929, -2.145, 0.281], [3.684, 2.021, -0.396], [0.635, -0.724, -0.160], [-2.098, -1.043, -0.582], [3.372, 0.694, 0.038], [-2.651, 0.524, 0.978]], "nbo_charge": [-0.96, -0.89, -0.83, -0.86, 0.27, 1.33, 1.43, 0.50]}



No. 5
{"formula": "C4H9LiO4Tb", "method": "ωB97M-V/def2-TZVPD", "e_tot_ha": -1290.51527, "lumo_energy_ev": [-3.97, -3.62], "max_force_ha_per_bohr": 0.2141, "multiplicity": 7, "s2": 12.78, "e_homo_ev": [-11.37, -11.09], "total_charge": 1, "gap_ev": [7.39, 7.47], "elements": ["O", "Li", "O", "C", "O", "C", "C", "O", "C", "Tb", "H", "H", "H", "H", "H", "H", "H", "H", "H"], "positions_angstrom": [[1.328, 0.642, -1.665], [2.518, 0.132, -0.338], [1.282, -0.806, 0.655], [0.810, -2.064, 0.932], [-0.601, -2.151, 1.055], [-1.323, -1.661, -0.104], [-2.443, -0.777, 0.358], [-1.919, 0.584, 0.436], [-2.823, 1.574, 0.868], [-0.007, 0.216, -0.535], [1.204, -2.457, 1.888], [1.094, -2.761, 0.111], [1.329, 0.745, -2.661], [-1.639, -2.522, -0.710], [-2.839, -1.018, 1.362], [-3.274, -0.775, -0.366], [-2.240, 2.452, 1.166], [-3.515, 1.852, 0.057], [-3.407, 1.203, 1.724]], "mulliken_spin": [-0.02, 0.00, 0.00, 0.00, 0.01, -0.08, 0.01, -0.01, -0.01, 6.09, 0.00, 0.00, 0.01, 0.00, 0.00, 0.00, 0.00, 0.00, 0.00]}



No. 6
{"formula": "C20H20N2O6", "method": "ωB97M-V/def2-TZVPD", "e_tot_ha": -1334.98877, "lumo_energy_ev": -0.28, "max_force_ha_per_bohr": 0.0937, "smiles": "CC(=O)/N=C/Cc1ccc2c(c1)O[C@H](c1ccc(O)c(O)c1)[C@@H](NC(C)=O)O2", "e_homo_ev": -8.50, "gap_ev": 8.22, "elements": ["O", "O", "N", "O", "O", "O", "O", "C", "C", "C", "C", "C", "C", "C", "C", "C", "C", "C", "C", "C", "C", "C", "N", "C", "C", "C", "C", "C", "H", "H", "H", "H", "H", "H", "H", "H", "H", "H", "H", "H", "H", "H", "H", "H", "H", "H", "H", "H"], "positions_angstrom": [[-2.378, -4.897, 0.571], [1.458, 4.999, -0.366], [-0.948, -3.749, 1.940], [-3.867, 0.027, -3.607], [-3.637, 2.628, -2.780], [0.540, 0.998, 0.997], [2.352, 1.252, -1.112], [-2.168, -4.246, 1.631], [2.107, 4.462, 0.528], [0.043, -4.239, 1.235], [2.928, -1.061, -0.930], [-1.852, -0.531, -2.289], [2.705, -2.343, -0.447], [1.203, -1.297, 1.184], [-0.863, -0.022, -1.461], [-1.763, 2.161, -1.548], [2.336, 0.075, -0.401], [-2.761, 0.364, -2.779], [1.342, -0.101, 0.520], [-2.754, 1.684, -2.429], [1.883, -2.474, 0.749], [-0.755, 1.334, -1.097], [2.322, 3.137, 0.384], [-3.309, -3.969, 2.646], [2.452, 5.343, 1.747], [1.528, -3.788, 1.404], [0.286, 1.912, -0.077], [1.594, 2.415, -0.658], [-4.581, 0.701, -3.642], [-3.190, 3.430, -3.040], [-0.180, -5.034, 0.499], [3.647, -0.930, -1.713], [-1.901, -1.602, -2.519], [3.141, -3.147, -0.912], [0.287, -1.186, 1.899], [-0.123, -0.690, -1.091], [-1.870, 3.193, -1.095], [2.880, 2.693, 1.071], [-3.915, -4.824, 2.651], [-3.991, -3.088, 2.397], [-2.939, -3.843, 3.646], [1.941, 4.843, 2.648], [2.083, 6.302, 1.626], [3.565, 5.562, 1.856], [1.628, -3.819, 2.443], [2.180, -4.577, 0.956], [-0.140, 2.823, 0.293], [1.452, 3.115, -1.527]], "nbo_charge": [-0.59, -0.65, -0.55, -0.70, -0.69, -0.50, -0.49, 0.67, 0.67, 0.28, -0.24, -0.27, -0.20, -0.19, -0.15, -0.23, 0.22, 0.26, 0.20, 0.22, -0.04, -0.08, -0.63, -0.70, -0.70, -0.49, 0.05, 0.24, 0.50, 0.49, 0.20, 0.23, 0.24, 0.21, 0.25, 0.21, 0.21, 0.41, 0.23, 0.24, 0.22, 0.23, 0.24, 0.23, 0.24, 0.22, 0.21, 0.26]}